# 1
2 unconnected molecules or ions with the total composition C2INO3 in a non-equilibrium geometry, computed with the ωB97M-V functional and the def2-TZVPD basis.

Positions of all 7 atoms, in Å:
C 0.4066 -0.9224 0.0432
C -1.6252 -2.3515 -0.9026
N -0.4556 -2.0234 -0.8468
O 1.0015 -1.4964 0.9168
O 0.2503 0.1952 -0.4333
O -2.7604 -2.6676 -1.0026
I 3.1828 9.2661 2.2253

* orbital gap: 7.0 eV
* E: -654.5266 Ha
* ΔE to the lowest compared entry with this formula, charge and spin: 2.75 kcal/mol
* max |F|: 3.4 eV Å⁻¹
* total charge: -2
* LUMO energy: 5.13 eV
* HOMO: -1.87 eV

# 2
A single C9H17NO3S2 molecule in a non-equilibrium geometry, computed with the ωB97M-V functional and the def2-TZVPD basis.

Positions of all 32 atoms, in Å:
C -1.2604 -3.4443 2.3251
C -1.7376 -1.8408 2.2673
N -1.8573 -1.4924 0.8160
C -3.2755 -1.8449 0.4247
C -3.3800 -2.5245 -1.0998
C -1.4518 -0.0972 0.4501
S -2.2336 0.7679 -0.8370
S -0.0350 0.9026 1.2510
C 0.8475 1.9469 -0.0347
C 2.4010 2.1663 0.5417
C 3.3372 2.8937 -0.5963
O 3.7739 1.8177 -1.5313
C 4.1834 2.5506 -2.7524
O 5.3454 3.2417 -2.6938
O 3.3023 2.5422 -3.9662
H -1.9075 -4.1095 1.5909
H -1.2054 -3.8652 3.4153
H -0.1592 -3.4348 1.8644
H -2.7541 -1.7657 2.8862
H -0.9371 -1.2660 2.8887
H -3.6752 -2.7056 1.1492
H -4.0548 -0.9583 0.5709
H -2.2882 -2.8486 -1.3699
H -3.8982 -1.8235 -1.8796
H -4.0444 -3.5121 -1.0259
H 0.8950 1.4172 -1.0793
H 0.2758 2.9684 -0.1109
H 2.3808 2.7813 1.5439
H 2.8785 1.1043 0.7863
H 2.6876 3.6563 -1.2336
H 4.2728 3.4024 -0.0825
H 3.5740 3.3739 -4.4782

* orbital gap: 8.3 eV
* E: -1429.7490 Ha
* max |F|: 9.0 eV Å⁻¹
* LUMO energy: -0.09 eV
* HOMO: -8.35 eV